106
Properties=species:S:1:pos:R:3:forces:R:3:mulliken_charge:R:1 method="wB97M-V/def2-TZVPD" lumo_ha="-0.0458 / -0.0475" gap_ev="4.972 / 4.919" relative_energy_kcal_mol=0.00 total_energy_ev=-99867.1992 e_homo_ev="-6.2 / -6.2"
Pb -0.317900 -0.593066 0.026995 1.150 0.685 -0.015 2.593
C -1.799600 -1.263666 -6.359805 -0.050 0.133 -0.065 -0.697
C -1.122300 -2.475566 -6.236105 0.062 -0.128 -0.041 -0.675
C -0.822900 -3.011466 -4.994405 -0.031 0.008 0.064 0.065
C -1.215300 -2.295766 -3.876605 -0.276 0.536 -0.407 -0.094
C -1.015800 -2.501366 -2.453405 0.033 -0.032 0.113 0.004
N -1.494800 -1.425766 -1.784905 -0.459 -0.281 0.169 -0.321
C -2.106400 -0.584866 -2.648605 -0.142 0.073 0.092 0.095
N -2.866900 0.449834 -2.345105 -0.022 0.057 -0.666 -0.416
C -3.068400 0.895934 -1.121205 -0.055 0.165 0.378 -0.535
C -4.170400 1.769034 -0.757705 -0.030 0.178 0.552 0.469
C -5.201700 2.329934 -1.491405 0.023 -0.025 0.008 -0.440
C -6.139000 3.087334 -0.810205 0.048 -0.008 -0.202 -0.654
C -6.051600 3.275434 0.567495 0.062 0.082 0.226 -0.817
C -5.013000 2.731134 1.306995 0.007 -0.041 0.051 -0.132
C -4.066000 1.975434 0.633395 -0.154 0.009 -0.554 0.688
C -2.892400 1.227134 1.062595 -0.140 0.095 -0.427 -0.942
N -2.454600 1.178634 2.303495 0.215 0.278 0.654 -0.391
C -1.631700 0.253734 2.758495 -0.188 -0.004 -0.073 0.127
N -1.293100 -0.895866 2.134295 -0.576 -0.373 0.031 -0.718
C -0.568500 -1.678366 2.967495 -0.150 -0.090 -0.107 -0.007
N -0.115800 -2.891766 2.723895 0.184 0.090 0.620 -0.355
C -0.126200 -3.467866 1.536895 0.043 -0.178 -0.321 -0.608
N -0.452000 -2.897666 0.354095 -0.456 -0.213 0.007 0.039
C -0.277200 -3.782866 -0.653405 0.024 -0.111 0.410 -0.897
N -0.481400 -3.590066 -1.941905 0.107 -0.130 -0.536 -0.481
C 0.265300 -5.013566 -0.106005 0.057 -0.046 0.539 0.615
C 0.712000 -6.180066 -0.701205 -0.006 -0.016 0.013 -0.313
C 1.301700 -7.133066 0.113795 -0.020 -0.004 -0.227 -0.627
C 1.418200 -6.934566 1.488595 0.021 0.022 0.172 -0.665
C 0.938600 -5.783766 2.095395 -0.002 -0.043 0.066 -0.417
C 0.367100 -4.815666 1.286695 -0.014 -0.190 -0.583 0.496
C -0.329200 -0.949266 4.205895 -0.149 0.599 0.232 -0.275
C 0.460000 -1.210566 5.312995 -0.055 -0.088 -0.136 -0.028
C 0.596900 -0.208166 6.258695 0.061 -0.100 0.021 -0.740
C -0.047700 1.017134 6.109595 -0.032 0.101 0.112 -0.797
C -0.864700 1.277234 5.022095 -0.142 -0.050 -0.085 0.078
C -0.996100 0.286134 4.066295 0.461 -0.450 0.387 0.075
N -2.326400 0.639734 -0.018305 -0.558 -0.162 -0.010 0.218
C -1.905900 -1.072666 -4.002005 0.337 -0.548 -0.265 -0.083
C -2.206700 -0.547366 -5.246105 -0.048 -0.009 0.036 -0.127
H -1.996200 -0.868766 -7.346705 -0.035 -0.002 -0.055 0.414
H -0.818600 -3.001966 -7.130005 0.022 -0.022 -0.051 0.411
H -0.283900 -3.940666 -4.889605 0.029 -0.098 -0.007 0.560
H -5.259200 2.172534 -2.556705 -0.054 -0.025 -0.132 0.570
H -6.949100 3.547534 -1.356205 -0.097 0.014 -0.032 0.446
H -6.810700 3.862934 1.064795 -0.020 0.041 0.042 0.431
H -4.941200 2.877934 2.374995 -0.005 0.011 0.072 0.564
H 0.613100 -6.317266 -1.767605 0.042 -0.037 -0.083 0.575
H 1.695000 -8.039866 -0.326305 -0.019 -0.037 0.012 0.417
H 1.907700 -7.692066 2.085395 -0.033 -0.028 0.059 0.402
H 1.018300 -5.630866 3.160695 0.046 0.012 0.116 0.584
H 0.966000 -2.158766 5.411795 0.076 -0.101 0.024 0.605
H 1.223100 -0.375966 7.122795 0.046 0.004 0.074 0.421
H 0.103700 1.778034 6.860095 -0.034 0.097 0.095 0.439
H -1.370600 2.222134 4.897795 -0.023 0.120 0.009 0.719
H -2.724700 0.395834 -5.335305 -0.051 0.070 -0.020 0.575
O -1.270300 3.926934 -0.188805 -0.543 0.132 -0.433 -0.701
B -0.294000 3.013334 -0.498505 0.223 -0.174 -0.717 1.076
O 0.513800 2.763134 0.591695 0.436 -0.501 -0.062 -0.465
C 0.022700 3.537534 1.604395 -0.649 0.742 0.305 0.658
C 0.486700 3.697934 2.893895 -0.008 -0.140 -0.444 -0.688
C -0.185400 4.623534 3.681495 -0.095 0.045 0.095 -0.710
C -1.288100 5.320934 3.206295 -0.001 -0.040 0.145 -0.639
C -1.768100 5.140334 1.918095 -0.043 -0.206 -0.445 -1.131
C -1.080400 4.250734 1.122595 0.590 -0.129 0.767 0.478
H 1.324800 3.130234 3.263895 0.130 -0.042 0.071 0.505
H 0.151300 4.799834 4.691395 0.037 -0.015 0.112 0.431
H -1.798400 6.016134 3.852195 -0.030 0.101 0.137 0.393
H -2.639400 5.659634 1.550995 -0.046 0.090 -0.049 0.559
Cl 4.414400 -3.212666 3.664095 0.105 -0.227 0.063 -0.248
C 3.733600 -1.767266 3.027595 -0.153 0.357 -0.134 -0.283
C 4.257400 -0.526766 3.361695 -0.133 -0.132 -0.141 -0.608
C 3.646800 0.597334 2.829995 0.000 -0.056 0.013 -1.019
C 2.533200 0.435534 2.017595 0.172 0.193 0.142 -0.023
N 2.050200 -0.754166 1.697095 0.007 -0.132 0.022 0.800
C 2.640900 -1.834966 2.171295 0.441 -0.229 0.367 -0.531
H 5.120300 -0.452666 4.006895 0.031 0.001 0.048 0.486
H 4.038100 1.580134 3.043395 -0.032 0.110 0.030 0.561
H 2.004400 1.280434 1.600995 0.009 0.155 -0.075 0.222
H 2.236800 -2.790666 1.872795 0.070 -0.126 0.049 0.456
C 4.602100 0.122434 -1.729405 -0.693 -0.009 -0.326 -1.488
Si 2.839500 -0.435966 -2.230505 0.645 -0.621 -0.370 0.275
C 2.561100 -0.662066 -4.112005 0.231 0.087 0.751 -0.922
C 2.662800 -2.114266 -1.366705 -0.020 0.679 -0.259 -0.297
N 1.527000 0.608234 -1.775205 0.198 0.343 -0.451 0.611
C 1.311900 1.824034 -2.096705 -0.256 -0.710 0.229 0.219
C -0.069900 2.391934 -1.959805 -0.140 0.239 0.537 1.938
C -0.402300 3.412634 -2.992605 0.038 0.197 -0.117 -1.010
C 0.551000 4.040734 -3.690805 -0.715 0.039 -0.013 -0.848
C 1.936800 3.741834 -3.454805 0.417 -0.365 0.273 -0.474
C 2.302000 2.717434 -2.662505 0.452 0.462 -0.305 -1.315
H 5.244400 -0.749866 -1.674405 0.115 -0.240 -0.007 0.418
H 4.582100 0.572134 -0.740205 -0.054 0.077 0.220 0.392
H 5.070400 0.827534 -2.406505 0.048 0.194 -0.185 0.441
H 3.262000 -1.358966 -4.560505 0.190 -0.141 -0.034 0.398
H 2.628200 0.279034 -4.652505 0.046 0.188 -0.004 0.339
H 1.560300 -1.056566 -4.274005 -0.194 -0.074 0.044 0.085
H 3.271600 -2.859866 -1.871405 0.124 -0.084 -0.156 0.664
H 1.642200 -2.470966 -1.379305 -0.210 -0.128 -0.061 -0.125
H 2.992600 -2.062566 -0.334805 0.073 0.044 0.120 -0.034
H -0.789400 1.573434 -2.037105 0.032 -0.002 -0.001 -1.216
H -1.453100 3.626934 -3.122405 -0.073 0.139 -0.093 0.554
H 0.305000 4.780234 -4.436505 -0.122 0.097 -0.034 0.482
H 2.681700 4.339434 -3.963405 0.107 -0.003 0.050 0.442
H 3.337800 2.458734 -2.516705 0.212 0.006 -0.033 0.453